{"formula": "C39H42N2O3", "method": "ωB97M-V with the def2-TZVPD basis set", "symbols": ["N", "C", "C", "C", "O", "O", "C", "O", "C", "C", "C", "C", "N", "C", "H", "H", "H", "H", "H", "H", "H", "H", "H", "H", "H", "H", "C", "C", "C", "C", "C", "C", "H", "H", "H", "H", "H", "H", "C", "C", "C", "C", "C", "C", "H", "H", "H", "H", "H", "H", "C", "C", "C", "C", "C", "C", "H", "H", "H", "H", "H", "H", "C", "C", "C", "C", "C", "C", "H", "H", "H", "H", "H", "H", "C", "C", "C", "C", "C", "C", "H", "H", "H", "H", "H", "H"], "positions_angstrom": [[-4.848, 4.004, -0.168], [-4.027, 3.065, 0.575], [-2.681, 2.656, -0.098], [-1.500, 2.945, 0.792], [-1.225, 4.042, 1.194], [-0.753, 1.845, 1.176], [0.388, 1.606, 0.326], [1.389, 1.023, 1.087], [0.051, 0.667, -0.799], [0.467, 0.922, -2.093], [0.141, 0.003, -3.078], [-0.613, -1.106, -2.724], [-1.016, -1.367, -1.482], [-0.674, -0.495, -0.544], [-4.328, 4.802, -0.504], [-5.356, 3.567, -0.922], [-3.832, 3.482, 1.564], [-4.622, 2.162, 0.718], [-2.559, 3.258, -1.003], [-2.706, 1.610, -0.402], [0.716, 2.571, -0.084], [1.698, 1.670, 1.733], [1.040, 1.815, -2.319], [0.453, 0.129, -4.107], [-0.900, -1.813, -3.495], [-0.988, -0.715, 0.472], [-9.141, 7.228, -2.578], [-9.369, 6.405, -3.673], [-8.646, 5.230, -3.819], [-7.697, 4.877, -2.869], [-7.469, 5.698, -1.773], [-8.191, 6.875, -1.630], [-9.705, 8.145, -2.465], [-10.112, 6.679, -4.411], [-8.822, 4.589, -4.674], [-7.137, 3.958, -2.985], [-6.732, 5.422, -1.029], [-8.013, 7.518, -0.777], [-0.136, -0.417, 3.611], [0.670, -1.538, 3.461], [0.769, -2.467, 4.488], [0.060, -2.277, 5.666], [-0.747, -1.157, 5.818], [-0.843, -0.227, 4.791], [-0.208, 0.301, 2.806], [1.222, -1.683, 2.540], [1.400, -3.339, 4.372], [0.135, -3.001, 6.467], [-1.300, -1.009, 6.737], [-1.470, 0.648, 4.910], [4.554, -4.031, -2.253], [5.196, -2.814, -2.069], [4.456, -1.661, -1.849], [3.069, -1.726, -1.819], [2.427, -2.943, -2.011], [3.167, -4.098, -2.224], [5.137, -4.929, -2.416], [6.277, -2.766, -2.089], [4.965, -0.716, -1.695], [2.474, -0.844, -1.622], [1.346, -2.990, -1.964], [2.664, -5.046, -2.362], [5.768, 2.773, 1.555], [5.076, 1.570, 1.508], [4.555, 1.115, 0.304], [4.726, 1.865, -0.851], [5.419, 3.068, -0.804], [5.940, 3.522, 0.399], [6.175, 3.127, 2.494], [4.943, 0.986, 2.410], [4.008, 0.182, 0.272], [4.318, 1.515, -1.792], [5.554, 3.650, -1.707], [6.478, 4.460, 0.436], [3.304, -7.706, -0.096], [2.706, -8.873, 0.358], [1.813, -8.827, 1.419], [1.514, -7.614, 2.023], [2.111, -6.446, 1.568], [3.008, -6.492, 0.510], [4.003, -7.742, -0.923], [2.936, -9.819, -0.115], [1.348, -9.738, 1.775], [0.814, -7.577, 2.848], [1.876, -5.499, 2.036], [3.475, -5.582, 0.157]], "forces_ev_per_a": [[-0.138, -0.037, 0.261], [-0.021, -0.047, -0.151], [-0.220, -0.036, 0.030], [-0.047, 0.346, 0.190], [-0.035, -0.470, -0.188], [0.092, 0.157, -0.339], [0.207, 0.086, -0.100], [-0.070, 0.003, 0.040], [-0.122, -0.070, 0.128], [-0.019, -0.010, -0.010], [-0.100, -0.030, -0.051], [0.087, 0.087, -0.248], [0.005, -0.054, -0.058], [0.087, 0.126, 0.138], [0.015, -0.017, -0.068], [0.157, 0.024, -0.145], [0.057, 0.021, -0.043], [0.020, 0.061, 0.104], [0.063, 0.010, 0.074], [0.127, 0.015, 0.061], [-0.040, 0.018, 0.095], [0.043, -0.028, 0.016], [-0.009, -0.029, -0.011], [-0.006, 0.065, 0.041], [-0.026, -0.083, 0.093], [-0.035, -0.010, -0.030], [0.001, 0.002, 0.003], [-0.003, 0.002, -0.003], [0.002, -0.005, -0.002], [0.005, 0.003, 0.008], [0.015, 0.020, -0.024], [-0.006, 0.003, -0.008], [-0.002, 0.002, 0.000], [0.002, 0.003, -0.004], [-0.004, -0.005, 0.002], [-0.002, -0.003, -0.005], [-0.050, 0.009, 0.038], [-0.003, -0.002, 0.006], [-0.005, -0.028, -0.001], [0.022, -0.003, -0.020], [-0.003, 0.001, 0.001], [0.001, -0.002, -0.002], [0.002, -0.003, -0.002], [-0.010, -0.004, -0.002], [-0.039, -0.047, 0.126], [0.002, 0.013, -0.004], [0.000, -0.006, 0.001], [0.001, -0.001, 0.003], [0.002, 0.003, 0.004], [-0.004, -0.002, -0.001], [0.003, -0.023, -0.011], [0.034, -0.029, 0.010], [-0.004, 0.013, -0.044], [0.007, -0.101, 0.060], [-0.035, -0.020, 0.101], [0.031, 0.066, -0.065], [-0.002, -0.003, -0.008], [0.002, 0.005, -0.008], [-0.020, -0.094, -0.024], [0.060, 0.066, -0.017], [-0.005, -0.024, -0.023], [-0.004, -0.005, 0.006], [-0.005, 0.011, -0.004], [-0.010, 0.006, 0.008], [-0.039, 0.001, 0.033], [-0.034, 0.028, -0.015], [-0.005, 0.010, -0.003], [-0.002, -0.002, 0.006], [0.003, 0.001, 0.002], [0.004, -0.007, -0.001], [0.008, 0.026, 0.019], [0.011, 0.005, 0.019], [-0.002, 0.004, -0.001], [0.006, -0.001, -0.001], [-0.002, 0.004, -0.003], [-0.001, -0.002, -0.006], [0.000, -0.001, 0.000], [-0.005, -0.001, 0.001], [-0.005, -0.007, 0.000], [0.015, 0.022, 0.019], [0.005, -0.001, 0.002], [0.004, -0.003, 0.002], [-0.005, -0.001, -0.003], [-0.002, 0.001, 0.002], [0.000, 0.004, 0.001], [-0.003, 0.007, 0.003]], "lowdin_charge": [-0.007, -0.248, -0.069, -0.456, 0.151, 0.005, -0.350, 0.036, -0.154, -0.025, -0.060, -0.157, 0.083, -0.078, 0.074, 0.057, 0.112, 0.114, 0.126, 0.108, 0.164, 0.123, 0.124, 0.108, 0.108, 0.126, -0.098, -0.099, -0.099, -0.100, -0.095, -0.093, 0.100, 0.099, 0.099, 0.094, 0.071, 0.101, -0.090, -0.089, -0.098, -0.100, -0.099, -0.088, 0.067, 0.098, 0.095, 0.099, 0.099, 0.101, -0.101, -0.087, -0.091, -0.081, -0.080, -0.105, 0.101, 0.102, 0.077, 0.081, 0.089, 0.102, -0.094, -0.091, -0.109, -0.103, -0.094, -0.096, 0.101, 0.104, 0.088, 0.096, 0.100, 0.100, -0.097, -0.099, -0.099, -0.096, -0.090, -0.096, 0.098, 0.099, 0.099, 0.100, 0.095, 0.086], "smiles": "NCCC(=O)O[C@@H](O)c1cccnc1.c1ccccc1.c1ccccc1.c1ccccc1.c1ccccc1.c1ccccc1", "spin_multiplicity": 1, "max_force_ev_per_a": 0.5, "lumo_energy_ev": 0.46, "e_above_lowest_ev": 0.000}